1.
The following is a quantum chemistry calculation of a cluster of 6 separate species, C41H74INO19P2 in total in a non-equilibrium geometry, from OMol25.

The calculation puts the energy at -4071.0737 Ha. The value obtained for the max |F| is 8.6 eV Å⁻¹. Its structure (SMILES) is CCCCCCCCCCCCCCCCCCCCN(C(=O)O[PH2]=O)P(O)I.C[C@@H]1COC(=O)O1.C[C@@H]1COC(=O)O1.C[C@@H]1COC(=O)O1.C[C@@H]1COC(=O)O1.C[C@@H]1COC(=O)O1. The LUMO energy is -0.82 eV. The value obtained for the HOMO energy is -0.3301 Eh. As for the charge: 0.

```
138
Properties=species:S:1:pos:R:3:mulliken_charge:R:1
C -4.645 5.196 1.246 -1.44
H -5.564 3.844 -1.573 0.00
O -7.040 7.352 -1.266 -0.53
H -2.448 -1.643 0.614 0.14
H -2.077 4.430 1.042 0.30
H -7.631 4.573 -3.739 0.26
H -5.719 4.981 1.228 0.35
O -5.113 -4.235 -0.604 -0.51
C 11.683 -0.172 -1.118 -0.27
H 7.324 -13.403 2.714 0.36
O -16.229 13.839 2.393 -0.31
H 13.024 -1.263 0.456 0.34
O -11.316 13.520 -1.699 -0.56
C -15.031 14.198 1.725 -0.50
H -4.265 4.404 3.212 0.26
C -13.455 12.851 0.284 -1.48
C -2.436 4.292 2.069 -0.51
H 7.761 -8.381 -0.068 -0.38
H -7.644 2.181 -3.090 0.37
H -8.269 9.708 -2.419 0.34
O -15.406 11.981 1.416 -0.36
H -0.669 -4.664 1.935 0.22
C 1.299 -3.636 1.361 -0.45
H 9.436 -12.179 2.508 0.32
H -4.499 6.235 1.558 0.44
H 2.972 -6.240 3.464 0.29
P -4.571 -1.588 -1.359 0.18
O -9.693 13.130 -0.130 -0.30
H -3.174 -3.394 0.999 0.22
H 4.984 -7.519 2.196 0.18
C 5.439 -6.950 -0.035 -0.40
H 1.273 -6.489 2.688 0.35
H 5.445 -8.092 -0.308 0.32
C 12.382 -1.525 -0.505 -0.67
O -5.310 -1.969 -2.925 -0.56
H 6.975 -5.618 -1.165 0.07
H -15.520 13.269 -0.162 0.29
C 3.134 -6.413 1.197 -0.35
C 11.340 -2.780 -0.263 -0.54
H -7.676 2.619 -1.368 0.32
C 9.145 -7.216 -1.476 -0.79
H 8.677 -4.442 -2.031 0.12
H 9.932 -2.363 -2.039 0.22
H -5.308 4.043 -3.327 0.35
H 2.711 -7.485 0.883 0.22
C 11.489 1.042 -0.003 -0.37
C -8.247 10.053 -1.380 -1.49
H -9.369 11.298 0.722 0.32
H 12.382 0.207 -2.006 0.26
H -7.820 12.120 -1.812 0.24
C -8.591 11.527 -1.304 0.62
H -9.061 2.993 -2.381 0.37
H -7.253 9.860 -0.965 0.41
H 1.521 -4.137 0.327 0.27
O -3.276 -5.209 -2.003 -0.32
H -12.794 12.730 1.148 0.32
C -5.895 4.382 -2.469 -0.16
H 12.084 1.987 -0.418 0.23
C -2.614 -2.725 0.199 -0.47
C 8.183 -7.287 -0.150 0.40
C -7.371 4.294 -2.711 0.45
H -6.248 -2.302 -2.789 0.36
C -14.886 13.099 0.716 0.52
O -1.642 -5.538 -4.159 -0.62
C -3.107 2.171 2.216 0.63
H -14.221 14.226 2.463 0.32
H -13.386 11.923 -0.294 0.39
C 7.033 -13.080 1.708 -1.54
C 9.885 1.468 0.022 -0.96
C 2.298 -5.939 2.525 -0.61
O 7.124 -10.721 2.234 -0.35
H 10.555 -2.506 0.589 0.23
H 7.369 -11.449 0.342 0.26
C 9.105 -11.640 1.612 -0.51
O -17.136 11.799 2.906 -0.56
H 9.788 -8.222 -1.470 0.25
H 11.933 -3.724 0.157 0.24
C -10.365 12.875 -1.293 0.64
H 11.145 -6.182 -0.690 0.19
H 10.627 -0.345 -1.598 0.10
H 11.372 -3.499 -2.533 0.21
H 9.158 -4.362 -0.189 0.06
H 9.477 1.539 -1.096 0.26
H 7.356 -13.841 0.992 0.39
C 9.604 -4.494 -1.285 -0.10
O 7.960 -8.670 2.815 -0.54
H 8.852 -7.056 0.783 0.31
C -16.333 12.479 2.294 0.62
H 3.012 -5.726 0.257 0.15
C 4.751 -6.638 1.449 -0.53
H 5.939 -13.029 1.700 0.37
H 1.729 -2.525 1.287 0.22
H -4.288 5.088 0.217 0.22
C -0.363 -3.609 1.503 -0.49
H 13.170 -1.911 -1.312 0.29
H 9.692 -11.979 0.755 0.31
P -2.828 -4.643 -3.610 0.54
O -2.056 2.997 2.503 -0.31
N -3.237 -2.780 -1.184 0.27
O -4.209 2.893 1.840 -0.29
O -5.707 5.770 -2.248 -0.30
O -3.069 0.955 2.279 -0.57
H 4.751 -6.429 -0.860 0.23
H 7.131 -5.460 0.718 0.19
H 1.305 -4.176 3.576 0.30
C 10.624 -3.258 -1.661 -0.36
C -7.967 2.942 -2.373 -1.40
H -3.991 -4.731 -4.495 0.11
C -8.839 12.019 0.089 -0.50
H -2.380 -3.272 -3.641 0.12
H 8.545 -7.257 -2.507 0.27
H 9.238 0.639 0.567 0.23
H 11.909 0.768 1.062 0.28
H 10.768 -6.008 -2.529 0.28
I -3.721 0.715 -1.584 -0.11
C -6.887 6.243 -1.746 0.62
H -13.081 13.677 -0.328 0.45
H -0.440 -2.803 -0.715 0.25
H 9.699 2.543 0.485 0.31
C -3.939 -4.136 -1.237 0.56
C -3.929 4.242 2.180 0.59
H -0.607 -2.719 2.249 0.25
H -7.921 12.331 0.595 0.32
H -1.992 5.061 2.708 0.32
C 2.042 -4.325 2.649 -0.66
O 9.293 -10.252 1.833 -0.29
C 8.113 -9.779 2.336 0.67
H -8.976 9.446 -0.833 0.31
C -1.105 -3.422 0.041 -0.42
H -1.256 -4.509 -0.416 0.25
H -15.127 15.184 1.261 0.31
C 10.252 -5.991 -1.454 -0.57
C 7.629 -11.728 1.371 0.58
H 5.154 -5.609 1.900 0.21
O -9.831 11.792 -1.940 -0.34
C 6.915 -6.244 -0.157 -0.37
O -7.876 5.301 -1.848 -0.36
H 3.049 -3.790 2.976 0.34
```

---

2.
The following is a quantum chemistry calculation of a cluster of 6 separate species, C41H74N7O5 in total in a non-equilibrium geometry, from OMol25.

The calculation puts the energy at -2365.8286 Ha. The value obtained for the max |F| is 1.0 eV Å⁻¹. The calculation puts the energy above the lowest of the compared OMol25 structures with the same formula, charge and spin at 0.0 kcal per mole. The LUMO energy is -1.72 eV. The value obtained for the HOMO energy is -0.3959 Eh. As for the charge: +1.

```
127
Properties=species:S:1:pos:R:3:mulliken_charge:R:1
H -2.906 6.871 -6.951 0.25
H -1.399 -3.102 10.118 0.27
N 3.326 1.481 0.317 -0.44
H -3.419 -4.605 -0.597 0.63
H -2.707 0.798 3.545 0.51
H 5.380 -1.169 -4.299 0.30
H -4.024 -1.882 7.623 0.26
H 4.922 -0.091 1.350 0.25
H -0.342 -1.198 -0.753 0.18
H -2.200 1.441 0.796 0.51
C -3.345 -2.208 9.649 -0.55
C -1.066 1.811 2.579 0.65
C 4.670 -0.535 -4.840 -0.36
H 4.118 2.066 0.074 0.29
H -1.225 3.321 -0.442 0.45
H 0.042 5.292 -0.491 0.18
H -4.306 4.637 -3.331 0.28
H -2.046 3.282 -8.183 0.32
C -2.406 -4.531 -2.874 -1.59
C -1.558 -0.597 2.524 0.34
C 0.854 -1.162 4.454 -0.63
H -2.049 -4.060 -3.789 0.41
H -4.123 -2.949 9.825 0.34
C -1.646 0.636 3.347 -1.27
H 0.019 -2.055 6.173 0.42
O -1.322 -1.854 8.479 -0.38
H -0.272 -2.931 4.566 0.21
C -2.612 5.852 -2.697 -0.06
H -0.079 -4.085 0.509 0.51
H 1.136 4.351 2.967 0.44
C -0.132 2.644 3.183 -0.39
O 1.955 -5.989 0.931 -0.25
H -3.231 -1.611 10.556 0.26
C 0.868 -1.038 2.945 -0.20
H -3.397 3.975 -1.965 0.14
H -2.582 3.227 -5.826 0.27
C 1.489 -0.168 -1.093 -0.86
H -2.162 -3.732 8.648 0.25
H 3.340 -0.012 -1.945 0.24
C -2.503 4.183 -7.778 -0.57
C 3.242 -5.384 1.116 -0.22
C -3.151 3.953 -6.419 -0.45
C 0.411 3.709 2.481 -0.87
H -3.473 -4.312 -2.808 0.41
C 0.177 -2.100 5.102 -1.00
C -2.464 -4.145 -0.343 -1.21
C -2.281 6.126 -6.449 -0.38
H 3.985 -6.409 2.865 0.29
H 4.493 2.383 -5.415 0.27
N 4.463 -0.627 0.614 -0.60
H 3.747 -8.608 1.817 0.35
H 3.641 -5.095 0.138 0.27
H -3.807 7.329 -0.176 0.32
N -0.437 -1.302 2.347 0.95
C 4.116 -6.436 1.782 -0.66
H 1.465 -0.435 4.979 0.43
H -1.966 0.091 8.702 0.28
H -1.640 6.639 -5.731 0.28
C 0.042 3.964 1.165 0.90
H 0.700 -1.940 -1.997 0.38
C -2.046 -2.152 1.155 0.53
C 5.146 -0.253 -6.258 -0.58
H -2.278 -5.610 -2.947 0.36
H -2.090 -0.571 7.060 -0.16
H 0.707 5.995 1.011 0.41
O -3.129 5.213 -5.746 -0.29
C -1.502 5.291 -7.457 -0.58
C -2.219 -0.802 8.121 0.12
C -4.588 5.692 -1.412 -0.59
C -3.497 6.370 -0.593 -0.36
C 0.314 -3.176 0.943 -1.66
H 3.913 -7.902 0.206 0.27
H -5.250 5.078 -0.804 0.34
H 3.186 1.567 1.317 0.17
H 1.517 -7.926 0.373 0.28
H 2.030 -1.927 0.603 -0.29
H -4.183 3.608 -6.490 0.29
H 0.886 -3.500 1.816 0.48
C -0.906 3.135 0.576 -0.59
H 1.226 0.465 -0.241 0.15
C 2.046 -7.400 1.167 -0.51
C -1.455 2.068 1.272 -0.59
H 1.863 -3.229 -0.528 0.67
C 0.682 -1.476 -1.010 -0.46
H -5.193 6.440 -1.928 0.27
H -1.191 5.867 -8.327 0.35
H 5.671 -1.098 -6.700 0.34
H -4.313 -0.487 8.668 0.36
H -3.163 5.727 0.232 0.12
C -1.674 -3.950 -1.659 0.59
H -3.754 -2.597 0.304 0.29
H 0.174 2.462 4.207 0.42
C 3.636 0.102 -0.002 0.07
H 5.174 -6.299 1.564 0.37
H 1.185 0.389 -1.981 0.51
H 1.603 -1.723 2.532 0.49
H -0.609 4.869 -6.991 0.26
H 4.299 -0.005 -6.900 0.28
C -3.620 -1.299 8.453 -0.63
N 2.933 -0.442 -1.119 -0.08
H -2.864 6.552 -3.496 0.10
C 6.026 0.977 -6.049 -0.55
H -1.147 0.521 4.307 0.10
C 5.253 1.730 -4.975 -0.50
C -2.014 -2.836 9.260 -0.41
H -0.680 -4.385 -1.569 0.22
C 3.531 -7.728 1.214 -0.62
H 1.168 -0.033 2.644 -0.01
N -2.804 -2.922 0.370 -0.05
N -0.735 -2.294 1.428 0.31
H 3.687 -1.008 -4.806 0.26
C 0.653 5.104 0.389 -1.40
C -3.765 4.898 -2.425 -0.33
H 1.558 -7.629 2.120 0.31
H -1.602 -2.873 -1.815 0.00
H 7.005 0.679 -5.671 0.27
O -2.402 6.585 -1.484 -0.45
H 5.894 2.332 -4.330 0.28
H -1.979 -4.856 0.327 0.30
H 1.653 4.816 0.063 0.28
H 3.130 -4.480 1.720 0.12
H 6.174 1.569 -6.950 0.34
C 1.300 -2.462 -0.001 0.31
H -3.244 4.542 -8.495 0.27
H -1.687 5.339 -2.969 0.24
N -2.560 -1.091 1.810 -0.81
O 4.599 0.734 -4.179 -0.36
```